Entry 1:
This record from OMol25 describes a molecular structure, C14H14O3S at a distorted geometry. The level of theory is the ωB97M-V functional and the def2-TZVPD basis.

Last column: Löwdin charge in e.
Positions of all 32 atoms, in Å:
C 3.229 -0.218 2.050  -0.02
O 1.832 0.084 2.206  -0.07
C 0.967 -0.857 1.845  -0.12
C -0.446 -0.505 2.016  -0.18
C -1.412 -1.517 2.081  -0.02
C -2.758 -1.193 2.259  -0.07
C -3.126 0.151 2.389  -0.07
C -2.155 1.164 2.446  -0.06
C -0.812 0.832 2.259  0.00
H 3.758 0.747 2.082  0.11
H 3.573 -0.849 2.864  0.09
H 3.436 -0.705 1.101  0.09
H 1.309 -1.893 1.931  0.16
H -1.034 -2.532 2.022  0.12
H -3.514 -1.983 2.304  0.11
H -4.177 0.405 2.512  0.10
H -2.442 2.200 2.640  0.11
H -0.028 1.583 2.349  0.12
C -0.396 1.810 -3.953  -0.09
C -1.332 1.070 -3.220  -0.09
C -0.906 0.000 -2.416  -0.10
C 0.444 -0.331 -2.385  -0.33
S 0.965 -1.687 -1.239  0.79
O 2.239 -2.236 -1.730  -0.49
O 1.081 -0.793 -0.034  -0.44
C 1.374 0.368 -3.129  -0.08
C 0.963 1.442 -3.927  -0.08
H -0.737 2.665 -4.547  0.10
H -2.404 1.307 -3.267  0.10
H -1.610 -0.602 -1.843  0.10
H 2.429 0.081 -3.138  0.11
H 1.690 1.991 -4.529  0.10

Output
energy above the lowest of the compared OMol25 structures with the same formula, charge and spin = 65.4 kcal per mole
Kohn-Sham gap = 7.53 eV
2S+1 = 1

=====

Entry 2:
This record from OMol25 describes 2 unconnected molecules or ions with the total composition C8H17N2S at a distorted geometry. The level of theory is the ωB97M-V functional and the def2-TZVPD basis.

Last column: Löwdin charge in e.
Positions of all 28 atoms, in Å:
C 2.138 0.185 0.474  -0.06
C 2.345 -1.140 0.140  -0.49
C -0.049 -0.433 -0.155  -0.43
C 3.741 -1.745 0.277  -0.07
C -1.883 -1.617 0.885  -0.07
C -2.358 -0.071 -1.014  -0.04
C -1.655 0.879 1.132  -0.02
C -1.531 -0.384 0.138  -0.60
N 0.810 0.570 0.165  0.02
N 0.108 2.607 -1.508  0.02
S 0.847 -1.881 -0.376  1.20
H 2.807 1.004 0.800  0.15
H 0.554 1.557 0.309  0.13
H 4.526 -0.958 0.458  0.10
H 4.000 -2.188 -0.755  0.11
H 3.826 -2.495 1.030  0.07
H -1.342 -1.642 2.022  0.18
H -1.603 -2.552 0.506  0.04
H -2.970 -1.566 1.032  0.10
H -1.711 0.166 -1.919  0.11
H -3.087 -0.802 -1.295  0.09
H -2.888 0.855 -0.905  0.09
H -2.706 0.779 1.548  0.13
H -1.607 1.792 0.689  0.04
H -0.937 0.857 1.903  0.07
H 1.122 2.467 -1.827  0.08
H -0.124 3.624 -1.542  0.06
H -0.374 2.131 -2.212  -0.01

Output
energy above the lowest of the compared OMol25 structures with the same formula, charge and spin = 19.7 kcal per mole
Kohn-Sham gap = 9.63 eV
charge = +1
2S+1 = 1

=====

Entry 3:
This record from OMol25 describes C20H22FNO4S in the gas phase. The level of theory is the ωB97M-V functional and the def2-TZVPD basis.

Last column: Löwdin charge in e.
Positions of all 49 atoms, in Å:
C -0.614 -3.637 4.040  -0.06
C -0.956 -3.992 2.597  -0.24
O 0.192 -4.218 1.803  -0.04
C 0.928 -3.169 1.359  -0.26
C 2.084 -3.502 0.648  0.01
C 2.902 -2.516 0.140  -0.07
C 2.572 -1.179 0.295  -0.05
C 1.410 -0.843 0.973  -0.15
C 1.027 0.588 1.175  -0.40
O 1.092 1.129 2.262  0.09
N 0.596 1.247 0.061  -0.01
C 0.453 0.590 -1.226  -0.09
C -0.398 -0.655 -1.156  -0.20
C -1.593 -0.664 -0.446  -0.05
C -2.360 -1.812 -0.370  -0.07
C -1.953 -2.974 -1.003  -0.01
C -0.770 -2.947 -1.718  -0.26
F -0.358 -4.065 -2.345  0.07
C 0.009 -1.810 -1.809  0.04
C 0.312 2.667 0.177  -0.30
C 1.273 3.512 -0.684  -0.17
C 0.777 4.937 -0.634  -0.20
S -0.984 4.669 -1.010  0.68
O -1.133 4.469 -2.426  -0.31
O -1.830 5.643 -0.382  -0.32
C -1.123 3.043 -0.182  -0.14
C 0.608 -1.828 1.534  0.04
H -0.056 -2.705 4.092  0.07
H -1.528 -3.535 4.618  0.08
H -0.005 -4.425 4.478  0.08
H -1.493 -4.944 2.566  0.13
H -1.592 -3.222 2.142  0.10
H 2.317 -4.546 0.516  0.12
H 3.803 -2.790 -0.387  0.11
H 3.218 -0.407 -0.096  0.12
H -0.017 1.299 -1.914  0.13
H 1.435 0.333 -1.636  0.13
H -1.914 0.228 0.071  0.11
H -3.284 -1.804 0.189  0.11
H -2.530 -3.883 -0.949  0.12
H 0.929 -1.841 -2.371  0.13
H 0.496 2.901 1.232  0.15
H 1.244 3.174 -1.721  0.12
H 2.291 3.409 -0.308  0.13
H 1.215 5.583 -1.386  0.11
H 0.845 5.383 0.353  0.11
H -1.765 3.160 0.685  0.11
H -1.579 2.370 -0.901  0.09
H -0.269 -1.520 2.081  0.12

Output
energy above the lowest of the compared OMol25 structures with the same formula, charge and spin = 0.0 kcal per mole
Kohn-Sham gap = 9.36 eV
structure (SMILES) = CCOc1cccc(C(=O)N(Cc2cccc(F)c2)[C@H]2CCS(=O)(=O)C2)c1
2S+1 = 1

=====

What did the first record say?
This record from OMol25 describes a molecular structure, C14H14O3S at a distorted geometry. The level of theory is the ωB97M-V functional and the def2-TZVPD basis.

Last column: Löwdin charge in e.
Positions of all 32 atoms, in Å:
C 3.229 -0.218 2.050  -0.02
O 1.832 0.084 2.206  -0.07
C 0.967 -0.857 1.845  -0.12
C -0.446 -0.505 2.016  -0.18
C -1.412 -1.517 2.081  -0.02
C -2.758 -1.193 2.259  -0.07
C -3.126 0.151 2.389  -0.07
C -2.155 1.164 2.446  -0.06
C -0.812 0.832 2.259  0.00
H 3.758 0.747 2.082  0.11
H 3.573 -0.849 2.864  0.09
H 3.436 -0.705 1.101  0.09
H 1.309 -1.893 1.931  0.16
H -1.034 -2.532 2.022  0.12
H -3.514 -1.983 2.304  0.11
H -4.177 0.405 2.512  0.10
H -2.442 2.200 2.640  0.11
H -0.028 1.583 2.349  0.12
C -0.396 1.810 -3.953  -0.09
C -1.332 1.070 -3.220  -0.09
C -0.906 0.000 -2.416  -0.10
C 0.444 -0.331 -2.385  -0.33
S 0.965 -1.687 -1.239  0.79
O 2.239 -2.236 -1.730  -0.49
O 1.081 -0.793 -0.034  -0.44
C 1.374 0.368 -3.129  -0.08
C 0.963 1.442 -3.927  -0.08
H -0.737 2.665 -4.547  0.10
H -2.404 1.307 -3.267  0.10
H -1.610 -0.602 -1.843  0.10
H 2.429 0.081 -3.138  0.11
H 1.690 1.991 -4.529  0.10

Output
energy above the lowest of the compared OMol25 structures with the same formula, charge and spin = 65.4 kcal per mole
Kohn-Sham gap = 7.53 eV
2S+1 = 1

=====

> Which of these has the highest energy above the lowest of the compared OMol25 structures with the same formula, charge and spin?

C14H14O3S

=====

> Which formula does entry 1 have?

C14H14O3S